No. 1
DFT (the ωB97M-V functional and the def2-TZVPD basis) results for a structure of composition C16H16BrN3PtS3.

```
40
Properties=species:S:1:pos:R:3
Pt 0.41 0.47 -1.04
C 3.47 -3.86 -0.08
C 2.81 -2.68 0.56
C 2.94 -2.37 1.92
C 2.34 -1.25 2.45
C 1.60 -0.44 1.61
Br 0.84 1.14 2.29
N 1.42 -0.72 0.32
C 2.03 -1.82 -0.19
H 3.88 -4.53 0.68
H 4.29 -3.54 -0.72
H 2.77 -4.42 -0.69
H 3.53 -3.02 2.56
H 2.46 -0.99 3.49
H 1.86 -2.00 -1.24
S -3.88 0.61 0.13
C -2.38 1.03 -0.50
N -1.47 0.09 -0.49
C -1.96 -1.11 0.05
C -1.34 -2.35 0.16
C -2.04 -3.40 0.71
C -3.36 -3.25 1.14
C -4.01 -2.05 1.01
C -3.29 -0.98 0.46
H -2.20 2.02 -0.88
H -0.34 -2.51 -0.20
H -1.56 -4.37 0.79
H -3.89 -4.10 1.56
H -5.04 -1.92 1.32
S -0.18 1.80 -2.78
C -0.09 3.42 -2.22
N 0.08 3.82 -0.98
C 0.26 5.27 -0.76
C -0.21 5.97 -2.04
S -0.25 4.70 -3.36
H 0.26 3.15 -0.25
H 1.31 5.47 -0.56
H -0.34 5.57 0.10
H 0.47 6.75 -2.35
H -1.21 6.39 -1.95
```

Properties
Multiplicity ... 1
Largest force on an atom ... 0.4 eV/Å
HOMO-LUMO gap ... 6.8 eV
Energy relative to the best compared isomer or geometry (same formula, charge and spin) ... 0.000 eV
HOMO ... -14.9 eV
Charge ... +2
E ... -4670.950409 a.u.

Results of the Mulliken charge analysis, in e, for atoms 1 through 4: 0.6621 -1.3395 0.3594 -0.4512

---

No. 2
DFT (the ωB97M-V functional and the def2-TZVPD basis) results for a structure of composition C9H21B3FO9PS at a distorted geometry.

```
45
Properties=species:S:1:pos:R:3
O 3.39 -1.48 2.52
C 3.79 -0.24 1.94
C 2.81 0.11 0.74
O 2.60 -1.06 -0.05
C 1.33 -1.07 -0.68
O 0.76 -2.35 -0.77
C 0.50 -2.91 0.52
B -0.98 -2.62 1.06
O -1.12 -2.42 2.48
B -2.06 -1.35 2.66
C -1.69 0.01 3.44
C -0.36 0.51 2.76
F 0.16 1.65 3.36
O -3.34 -1.57 2.05
B -3.02 -1.55 0.66
P -3.69 -0.18 -0.51
O -2.70 1.17 -0.27
O -3.54 -0.76 -2.08
S -5.52 0.25 -0.07
O -2.13 -2.58 0.22
H 2.43 -1.47 2.59
H 4.85 -0.23 1.63
H 3.65 0.57 2.70
H 1.88 0.50 1.21
H 3.29 0.89 0.10
H 0.62 -0.31 -0.26
H 1.50 -0.75 -1.74
H 1.23 -2.61 1.31
H 0.60 -4.02 0.41
H -2.48 0.74 3.18
H -1.55 -0.14 4.53
H 0.39 -0.31 2.77
H -0.58 0.69 1.68
H -2.52 1.60 -1.12
H -3.78 -1.69 -2.10
C 1.39 1.61 -4.09
C 0.23 2.14 -3.28
O -0.34 1.45 -2.47
C -0.18 3.57 -3.52
H 1.57 0.57 -3.82
H 1.15 1.66 -5.15
H 2.29 2.19 -3.88
H -0.48 3.70 -4.55
H 0.66 4.24 -3.28
H -1.02 3.82 -2.87
```

Properties
Multiplicity ... 1
Largest force on an atom ... 3.0 eV/Å
HOMO-LUMO gap ... 8.6 eV
HOMO ... -9.0 eV
Charge ... 0
E ... -1946.908610 a.u.

Results of the Mulliken charge analysis, in e, for atoms 1 through 4: -0.5762 -0.4395 -0.0467 -0.3275

---

No. 3
DFT (the ωB97M-V functional and the def2-TZVPD basis) results for a cluster of 3 separate species, C7H13NO in total at a distorted geometry.

```
22
Properties=species:S:1:pos:R:3
C -0.32 1.48 1.10
C 1.48 -0.97 0.66
C -0.81 2.44 0.09
C -1.26 1.01 2.16
N 0.49 -0.49 -0.29
C -0.71 -0.55 -0.42
C 0.46 -2.38 -1.90
C 1.11 -2.03 -2.98
O -1.84 -0.53 -0.70
H 0.72 1.55 1.38
H 0.03 -3.35 -1.66
H 1.07 -1.04 1.66
H 1.83 -1.95 0.33
H 2.32 -0.28 0.66
H -1.77 2.14 -0.34
H -0.09 2.57 -0.73
H -0.97 3.44 0.54
H -1.51 1.83 2.86
H -0.83 0.21 2.77
H -2.21 0.66 1.74
H 1.50 -1.03 -3.13
H 1.29 -2.73 -3.81
```

Properties
Multiplicity ... 1
Largest force on an atom ... 1.4 eV/Å
HOMO-LUMO gap (spin up / spin down) ... 7.4 / 9.2 eV
Energy relative to the best compared isomer or geometry (same formula, charge and spin) ... 6.032 eV
HOMO (spin up / spin down) ... -7.1 / -8.3 eV
Charge ... 0
E ... -404.305793 a.u.

Results of the Mulliken charge analysis, in e, for atoms 1 through 4: -0.1571 -0.8746 -1.1680 -1.0181

---

No. 4
DFT (the ωB97M-V functional and the def2-TZVPD basis) results for an isolated molecule of C2H5P at a distorted geometry.

```
8
Properties=species:S:1:pos:R:3
C -1.49 -0.18 -0.07
C 1.52 -0.22 -0.02
P -0.02 0.55 0.00
H -2.29 0.41 0.33
H -1.60 -1.23 -0.08
H 2.37 0.30 -0.23
H 1.70 -1.24 0.25
H -0.16 1.82 0.51
```

Properties
Multiplicity ... 1
Largest force on an atom ... 3.9 eV/Å
HOMO-LUMO gap ... 7.9 eV
Energy relative to the best compared isomer or geometry (same formula, charge and spin) ... 2.101 eV
SMILES ... C=[PH]=C
HOMO ... -7.6 eV
Charge ... 0
E ... -420.427360 a.u.

Results of the Mulliken charge analysis, in e, for atoms 1 through 4: -0.6813 -0.8010 0.3385 0.2369

---

No. 5
DFT (the ωB97M-V functional and the def2-TZVPD basis) results for a cluster of 3 separate species, C4H8O2 in total.

```
14
Properties=species:S:1:pos:R:3
O -0.07 -1.39 1.64
C -0.93 -0.61 1.30
C 0.08 2.04 0.46
C 0.94 1.27 -0.19
C 0.18 -1.74 -1.53
O -0.52 -0.82 -1.89
H 0.27 -2.02 -0.46
H -1.35 0.13 2.01
H -1.32 -0.58 0.27
H 0.27 2.42 1.46
H -0.87 2.32 0.00
H 0.75 0.93 -1.20
H 1.85 0.90 0.29
H 0.76 -2.33 -2.26
```

Properties
Multiplicity ... 1
Largest force on an atom ... 0.6 eV/Å
HOMO-LUMO gap ... 10.4 eV
Energy relative to the best compared isomer or geometry (same formula, charge and spin) ... 3.397 eV
SMILES ... C=C.C=O.C=O
HOMO ... -9.7 eV
Charge ... 0
E ... -307.587578 a.u.

Results of the Mulliken charge analysis, in e, for atoms 1 through 4: -0.4621 -0.1443 -0.6483 -0.4101

---

No. 6
DFT (the ωB97M-V functional and the def2-TZVPD basis) results for a structure of composition C22H25N5S4SbSiTi at a distorted geometry.

```
59
Properties=species:S:1:pos:R:3
Ti 1.36 -0.14 0.14
N -3.27 1.62 0.32
C -2.40 0.67 -0.24
S -2.60 0.25 -1.90
N -1.57 0.20 0.66
N -0.56 -0.63 0.16
C -0.76 -1.90 -0.09
C -1.99 -2.64 0.30
C -2.58 -3.56 -0.56
C -3.72 -4.26 -0.17
C -4.27 -4.04 1.08
C -3.70 -3.11 1.93
C -2.57 -2.41 1.54
C 0.34 -2.52 -0.75
C 0.51 -3.92 -0.90
C 1.51 -4.38 -1.70
C 2.37 -3.46 -2.36
C 2.24 -2.14 -2.07
N 1.28 -1.65 -1.25
H -4.14 1.67 -0.18
H -3.35 1.54 1.32
H -2.17 -3.70 -1.55
H -4.17 -4.97 -0.86
H -5.16 -4.59 1.38
H -4.13 -2.93 2.91
H -2.11 -1.68 2.20
H -0.15 -4.59 -0.37
H 1.66 -5.45 -1.81
H 3.16 -3.79 -3.01
H 2.95 -1.41 -2.43
S 5.17 -2.20 2.96
Sb 3.56 -2.18 1.30
S 1.52 -1.07 2.29
S 3.85 -0.16 -0.05
C 1.69 4.56 1.20
Si 1.47 2.75 1.66
C -0.02 2.58 2.75
C 2.99 2.31 2.61
N 1.36 1.81 0.16
C 0.83 2.29 -1.05
C 1.32 1.77 -2.26
C 0.77 2.17 -3.47
C -0.25 3.10 -3.52
C -0.73 3.63 -2.32
C -0.21 3.23 -1.11
H 2.23 5.04 2.03
H 0.74 5.09 1.05
H 2.28 4.67 0.29
H -0.32 3.56 3.14
H 0.20 1.91 3.58
H -0.86 2.14 2.20
H 2.98 2.89 3.54
H 3.89 2.58 2.03
H 3.06 1.25 2.84
H 2.16 1.10 -2.23
H 1.16 1.74 -4.39
H -0.68 3.40 -4.46
H -1.55 4.33 -2.33
H -0.64 3.59 -0.19
```

Properties
Multiplicity ... 2
Largest force on an atom ... 2.8 eV/Å
HOMO-LUMO gap (spin up / spin down) ... 5.5 / 5.6 eV
Energy relative to the best compared isomer or geometry (same formula, charge and spin) ... 0.775 eV
HOMO (spin up / spin down) ... -1.0 / -1.3 eV
Charge ... -2
E ... -4099.339574 a.u.

Results of the Mulliken charge analysis, in e, for atoms 1 through 4: -0.4392 -0.5302 0.1120 -0.5298

---

No. 7
DFT (the ωB97M-V functional and the def2-TZVPD basis) results for a cluster of 2 separate species, H3PS2 in total at a distorted geometry.

```
6
Properties=species:S:1:pos:R:3
P 2.91 0.15 0.49
S -0.55 -0.63 0.14
S 4.36 -0.76 -0.42
H 0.44 -1.50 0.32
H 1.73 -0.28 -0.25
H -1.12 -1.45 -0.74
```

Properties
Multiplicity ... 1
Largest force on an atom ... 1.2 eV/Å
HOMO-LUMO gap ... 7.2 eV
Energy relative to the best compared isomer or geometry (same formula, charge and spin) ... 1.446 eV
SMILES ... P=S.S
HOMO ... -8.7 eV
Charge ... 0
E ... -1139.472638 a.u.

Results of the Mulliken charge analysis, in e, for atoms 1 through 4: 0.1900 -0.3191 -0.2137 0.1593

---

No. 8
DFT (the ωB97M-V functional and the def2-TZVPD basis) results for a structure of composition C7H14.

```
21
Properties=species:S:1:pos:R:3
C -1.56 -1.13 -0.27
C -0.57 -0.11 -0.85
C -0.66 1.34 -0.63
C -1.32 1.75 0.66
C 0.83 0.05 -0.14
C 0.96 -0.69 1.18
C 1.99 -0.19 -1.11
H -1.27 -2.15 -0.52
H -2.55 -0.96 -0.71
H -1.67 -1.07 0.82
H -0.40 -0.36 -1.91
H 0.92 1.15 0.08
H -2.28 2.17 0.34
H -0.78 2.59 1.13
H -1.53 0.99 1.43
H 1.93 -0.45 1.65
H 0.92 -1.78 1.03
H 0.18 -0.42 1.89
H 1.84 0.40 -2.02
H 2.94 0.11 -0.66
H 2.06 -1.25 -1.39
```

Properties
Multiplicity ... 1
Largest force on an atom ... 0.3 eV/Å
HOMO-LUMO gap ... 8.7 eV
Energy relative to the best compared isomer or geometry (same formula, charge and spin) ... 3.708 eV
HOMO ... -7.8 eV
Charge ... 0
E ... -274.979971 a.u.

Results of the Mulliken charge analysis, in e, for atoms 1 through 4: -1.5788 0.4241 -0.6044 -0.9751

---

> largest force on an atom of number 4 (C2H5P)?

3.9 eV/Å